# 1
{
  "formula": "C11H13FNO3PdS2",
  "method": "the ωB97M-V functional and the def2-TZVPD basis",
  "symbols": ["Pd", "N", "C", "C", "O", "O", "H", "H", "H", "H", "F", "C", "C", "C", "C", "C", "C", "C", "H", "H", "H", "H", "H", "H", "C", "O", "C", "S", "S", "H", "H", "H"],
  "coordinates": [[0.85268, 0.13848, 0.32931], [-0.04806, -2.00558, -1.39225], [-1.16145, -2.54830, -1.07541], [-2.67353, -0.99652, 1.21855], [-3.62661, -1.61499, 1.01069], [-1.69403, -0.39695, 1.39079], [0.04048, -1.41184, -2.21151], [0.82556, -2.40056, -1.03803], [-1.16555, -3.34671, -0.34342], [-2.06658, -2.29088, -1.61384], [-1.55978, 1.32845, -4.17617], [-0.83457, 1.53145, -3.07924], [-1.47382, 2.00027, -1.94175], [-0.71494, 2.21777, -0.80815], [0.67550, 1.96705, -0.80770], [1.45261, 2.06679, 0.40632], [1.27907, 1.46098, -1.98810], [0.52481, 1.25123, -3.12826], [-2.53614, 2.19922, -1.96935], [-1.18054, 2.59754, 0.09257], [1.01810, 2.58968, 1.25162], [2.53201, 2.12667, 0.33452], [2.34828, 1.29362, -2.00289], [0.96716, 0.90369, -4.05234], [1.23886, -0.28077, 3.95432], [0.42753, -1.40171, 3.56391], [0.63739, -2.03896, 2.43852], [-0.30873, -3.35786, 2.09722], [1.95738, -1.54778, 1.36065], [2.29067, -0.55702, 3.96119], [0.89973, -0.02415, 4.95210], [1.07650, 0.54768, 3.26612]],
  "mulliken_charge": [0.5548, -0.0767, -0.4365, 0.7073, -0.3879, -0.3530, 0.2200, 0.3322, 0.3815, 0.3090, -0.3049, 0.6707, -0.7820, -0.0314, -0.0386, -0.9902, 0.1108, -0.9183, 0.5100, 0.3984, 0.3299, 0.2889, 0.3881, 0.4924, -0.6885, -0.2493, 0.4049, -0.3078, -0.4442, 0.3752, 0.2896, 0.2456],
  "homo_lumo_gap_ev": 5.94,
  "charge": 1,
  "homo_energy_ev": -11.0
}

=====

# 2
{
  "formula": "C11H13N2O",
  "method": "the ωB97M-V functional and the def2-TZVPD basis",
  "symbols": ["C", "C", "C", "N", "C", "N", "O", "C", "C", "C", "C", "C", "C", "C", "H", "H", "H", "H", "H", "H", "H", "H", "H", "H", "H", "H", "H"],
  "coordinates": [[-3.57355, 2.30210, 0.06806], [-2.49688, 1.33390, 0.30316], [-1.84762, 1.14391, 1.64037], [-1.98499, 0.80270, -0.80221], [-0.82404, -0.03690, -0.90216], [-0.90014, -0.99228, -1.82046], [0.23610, -1.62072, -1.81748], [1.02779, -1.20813, -0.83306], [2.31861, -1.64137, -0.64514], [2.99678, -2.94965, -1.08606], [2.96946, -0.84134, 0.29103], [2.39000, 0.17189, 1.00543], [1.07031, 0.60241, 0.84289], [0.38755, -0.10417, -0.15988], [-4.05373, 2.42146, 0.99798], [-4.32708, 2.09370, -0.60209], [-3.09282, 3.04494, -0.39877], [-2.71171, 1.07582, 2.40568], [-1.38630, 2.03179, 1.80151], [-1.29104, 0.14590, 1.57161], [-2.32301, 0.83451, -1.75861], [2.46729, -3.31400, -2.02626], [3.99511, -2.70151, -1.45150], [3.04939, -3.71369, -0.35036], [4.05582, -1.15570, 0.53815], [2.93325, 0.83516, 1.74587], [0.91545, 1.43927, 1.44231]],
  "mulliken_charge": [-1.5067, 1.0374, -1.3219, -0.0132, -0.1440, -0.6911, -0.1247, 0.2055, 0.2615, -1.2958, -0.3763, -0.8195, -0.0080, 0.8190, 0.3725, 0.5135, 0.4401, 0.4620, 0.2840, 0.5380, 0.3609, 0.3147, 0.4094, 0.3142, 0.3017, 0.3056, 0.3613],
  "smiles": "CC(C)=[NH+]c1noc2c(C)cccc12",
  "homo_lumo_gap_ev": 7.85,
  "charge": 1,
  "homo_energy_ev": -12.4
}

=====

# 3
{
  "formula": "C11H13N2O4PS",
  "method": "the ωB97M-V functional and the def2-TZVPD basis",
  "symbols": ["C", "C", "C", "C", "C", "P", "O", "O", "O", "C", "C", "C", "O", "C", "C", "N", "S", "N", "C", "H", "H", "H", "H", "H", "H", "H", "H", "H", "H", "H", "H", "H"],
  "coordinates": [[1.94051, -3.02096, 1.21716], [0.44320, -2.62835, 0.67679], [0.64351, -1.22313, -0.11245], [-0.15059, 0.06259, 0.27948], [-1.25025, 0.11890, 1.44099], [-2.95446, 0.04205, 0.56412], [-3.77784, -1.16793, 1.07164], [-2.67844, -0.26517, -1.11577], [-3.81346, 1.53437, 0.71276], [0.18817, 1.37678, -0.55395], [-0.51975, 2.80647, -0.23793], [0.49493, 3.54303, 0.80362], [0.19539, 3.68152, 2.01974], [1.24482, 1.39508, -1.70868], [2.06442, 0.10902, -2.12137], [3.07908, 0.06109, -3.14396], [3.55587, -1.58189, -3.06075], [2.56425, -2.22812, -1.80603], [1.69739, -1.17018, -1.27161], [1.92215, -3.53942, 2.23561], [2.53549, -2.03996, 1.36545], [2.50257, -3.60964, 0.40664], [-0.25382, -2.52137, 1.58655], [0.06546, -3.45589, -0.04048], [-1.14862, -0.71756, 2.22228], [-1.18320, 1.12207, 2.02265], [-3.54595, -0.37227, -1.56832], [-4.76316, 1.32774, 0.92210], [-1.52572, 2.69147, 0.29261], [-0.56419, 3.41824, -1.20403], [1.52809, 3.90004, 0.40740], [1.46414, 2.35138, -2.30224]],
  "mulliken_charge": [-1.0085, -0.3923, 0.2927, 0.0785, -1.2486, 0.9585, -0.6695, -0.4652, -0.5432, 0.6888, -0.6764, 0.1570, -0.4889, -0.7404, 0.5780, -0.6435, 0.1801, -0.5480, 0.5143, 0.3444, 0.2829, 0.2593, 0.2199, 0.3593, 0.4320, 0.4032, 0.2975, 0.3575, 0.0331, 0.4278, 0.3003, 0.2592],
  "homo_lumo_gap_ev": 7.22,
  "charge": 0,
  "homo_energy_ev": -8.6
}

=====

# 4
{
  "formula": "C11H13N2O7Pt",
  "method": "the ωB97M-V functional and the def2-TZVPD basis",
  "symbols": ["Pt", "O", "C", "O", "C", "O", "C", "C", "O", "O", "H", "H", "H", "H", "H", "O", "C", "N", "C", "O", "C", "C", "C", "C", "N", "C", "H", "H", "H", "H", "H", "H", "H", "H"],
  "coordinates": [[0.05568, 2.10152, 1.07321], [0.15168, 4.47400, -2.43483], [0.43400, 3.43846, -1.73170], [-0.13019, 3.25523, -0.63111], [1.36068, 2.55809, -2.54262], [1.99871, 1.47102, -1.81478], [3.26877, 1.46992, -1.71767], [2.22828, 4.37060, 2.04919], [3.03772, 5.14734, 2.23877], [1.19538, 3.74983, 1.98556], [-0.50726, 5.06918, -2.02144], [0.70863, 2.08323, -3.28247], [2.09104, 3.16228, -3.07914], [3.70760, 0.57945, -1.26794], [3.86704, 2.14328, -2.33517], [0.79955, -4.99229, -1.31672], [-0.48377, -4.87283, -0.77742], [-0.47627, -3.58889, -0.07700], [-1.58678, -3.11194, 0.44423], [-2.67236, -3.65830, 0.37938], [-1.53105, -1.78336, 1.18058], [-2.42371, -1.63810, 2.25628], [-2.55557, -0.41108, 2.90361], [-1.80474, 0.64388, 2.45964], [-0.93029, 0.48845, 1.42471], [-0.79825, -0.70875, 0.77524], [0.91406, -5.85971, -1.71096], [-0.76435, -5.67144, -0.09190], [-1.29221, -4.88706, -1.50603], [0.42151, -3.15741, 0.05380], [-3.01966, -2.49235, 2.55883], [-3.24327, -0.26984, 3.72585], [-1.89148, 1.63366, 2.90301], [-0.12910, -0.73607, -0.07298]],
  "mulliken_charge": [1.1471, -0.3515, 0.6622, -0.7693, -0.4623, -0.0581, 0.1432, 0.7082, -0.1318, -0.5720, 0.4305, 0.3085, 0.4618, 0.3084, 0.3311, -0.5207, -0.3791, -0.1871, 0.3649, -0.5588, 0.1199, -0.0561, -0.9455, 0.0346, -0.2357, -0.0512, 0.3362, 0.3209, 0.3058, 0.2315, 0.5326, 0.4644, 0.4855, 0.5816],
  "homo_lumo_gap_ev": [3.72, 3.86],
  "charge": 3,
  "homo_energy_ev": [-17.2, -17.2]
}

=====

# 5
{
  "formula": "C11H13N3",
  "method": "the ωB97M-V functional and the def2-TZVPD basis",
  "symbols": ["C", "C", "C", "C", "N", "C", "C", "N", "C", "C", "N", "C", "C", "C", "H", "H", "H", "H", "H", "H", "H", "H", "H", "H", "H", "H", "H"],
  "coordinates": [[5.14143, -1.33636, -0.22014], [4.14488, -0.71871, -0.00064], [2.92828, 0.07769, 0.20507], [3.06319, 1.40496, -0.28751], [1.95440, 2.19236, -0.34187], [0.75510, 1.65071, 0.02598], [0.49326, 0.34846, 0.39257], [-0.78074, -0.15950, 0.76699], [-1.37557, -1.50822, 0.46073], [-2.10415, -1.34605, -0.80328], [-3.14985, -0.25708, -0.65827], [-2.62282, 1.01142, -0.33172], [-1.77747, 0.92026, 0.98821], [1.58136, -0.50625, 0.43762], [5.94806, -2.08161, -0.34276], [4.00199, 1.65233, -0.64578], [-0.08196, 2.33640, -0.06758], [-1.94605, -1.71021, 1.32088], [-0.60174, -2.20074, 0.45177], [-2.67477, -2.31825, -1.18508], [-1.34800, -0.93625, -1.60702], [-4.00075, -0.29260, -0.11706], [-1.88660, 1.10378, -1.12471], [-3.33006, 1.84969, -0.61553], [-2.56231, 0.52778, 1.65095], [-1.48435, 1.90543, 1.11531], [1.71526, -1.60940, 0.53288]],
  "mulliken_charge": [0.4840, -1.0429, 0.2020, -0.6563, -0.6262, -0.4678, 1.3444, -0.0155, -0.9159, -0.3486, -0.3303, -0.6373, -1.0727, -0.6928, 0.4398, 0.4851, 0.3518, 0.4067, 0.4098, 0.3074, 0.2509, 0.2383, 0.3702, 0.3783, 0.4509, 0.4561, 0.2305],
  "smiles": "C#Cc1cncc(N2CCNCC2)c1",
  "homo_lumo_gap_ev": 8.32,
  "charge": 0,
  "homo_energy_ev": -7.9
}

=====

# 6
{
  "formula": "C11H13N7O4V",
  "method": "the ωB97M-V functional and the def2-TZVPD basis",
  "symbols": ["V", "N", "N", "C", "N", "N", "N", "O", "O", "H", "H", "H", "H", "H", "O", "C", "O", "H", "N", "H", "H", "H", "N", "C", "C", "C", "C", "C", "C", "C", "C", "C", "H", "H", "H", "H"],
  "coordinates": [[-0.48441, 0.94809, 1.59281], [-2.28961, 1.83389, -0.22995], [-2.68021, 3.03998, 0.37695], [-1.94688, 3.39809, 1.45517], [-2.41946, 4.20971, 2.39280], [-0.69972, 2.92574, 1.40969], [-0.02420, 2.69158, 2.60714], [-0.25200, 3.19259, 3.73887], [1.03735, 1.92022, 2.30139], [-1.97993, 1.94132, -1.19104], [-3.01379, 1.13724, -0.11310], [-3.65900, 3.27915, 0.36533], [-3.41788, 4.29467, 2.49071], [-1.83738, 4.28446, 3.22327], [-4.01175, 1.28311, 2.53345], [-3.25051, 0.35784, 2.72394], [-2.17928, 0.12297, 2.00489], [-3.44967, -0.35869, 3.53348], [-0.29202, 1.21652, -2.34778], [0.33660, 1.06013, -1.56169], [0.19933, 1.80508, -3.01064], [-0.41409, 0.31292, -2.79093], [4.50030, -5.98698, -3.68284], [3.96925, -5.17971, -3.06086], [3.29570, -4.17367, -2.28092], [4.01548, -3.32578, -1.44706], [3.35768, -2.36295, -0.70308], [1.97365, -2.23245, -0.78192], [1.25496, -3.09371, -1.62384], [1.90741, -4.05534, -2.36714], [1.25910, -1.24161, -0.03171], [0.65468, -0.40096, 0.60517], [5.09063, -3.42540, -1.38519], [3.91717, -1.70330, -0.05397], [0.17940, -2.99471, -1.67569], [1.35310, -4.72007, -3.01571]],
  "lowdin_spin": [0.7874, 0.0077, 0.0055, 0.0119, 0.0094, 0.0090, 0.0565, 0.0565, 0.0216, -0.0001, 0.0004, 0.0004, 0.0003, -0.0001, 0.0032, 0.0036, 0.0148, -0.0001, 0.0003, 0.0006, 0.0000, 0.0000, 0.0016, 0.0004, 0.0032, -0.0008, 0.0033, 0.0005, 0.0033, -0.0008, 0.0109, -0.0102, -0.0001, 0.0001, 0.0001, -0.0001],
  "homo_lumo_gap_ev": [7.23, 7.15],
  "charge": 0,
  "s2": 0.78,
  "multiplicity": 2,
  "homo_energy_ev": [-7.8, -7.8]
}

=====

# 7
{
  "formula": "C11H13N9O6PdS",
  "method": "the ωB97M-V functional and the def2-TZVPD basis",
  "symbols": ["Pd", "N", "N", "C", "N", "N", "N", "O", "O", "H", "H", "H", "H", "H", "N", "C", "C", "C", "C", "C", "C", "S", "O", "O", "O", "H", "H", "H", "H", "H", "H", "N", "C", "O", "C", "C", "N", "C", "N", "H", "H"],
  "coordinates": [[-0.35743, 0.62332, -0.11852], [-0.61044, 0.90850, 2.70884], [-0.39062, -0.43308, 3.00491], [0.11353, -1.32616, 2.13487], [0.13300, -2.59026, 2.55522], [0.58554, -0.91421, 0.94392], [1.00992, -1.89654, 0.05934], [0.90259, -1.60612, -1.11184], [1.38206, -2.96670, 0.48821], [-0.26148, 1.46375, 3.48136], [-1.61518, 1.03708, 2.59229], [-0.93412, -0.82866, 3.76525], [-0.40591, -2.85017, 3.36396], [0.55805, -3.29507, 1.97139], [-0.91775, 2.34311, -1.10774], [0.46773, 2.16974, -1.40423], [0.87475, 1.71083, -2.66954], [2.19210, 1.35834, -2.84970], [3.10750, 1.44231, -1.80339], [2.70947, 1.88448, -0.57085], [1.37625, 2.26046, -0.33806], [4.85021, 1.04184, -2.10427], [5.23812, 0.38314, -0.87278], [4.78919, 0.19912, -3.28038], [5.41002, 2.36355, -2.30820], [-1.13917, 3.04185, -0.40682], [-1.55493, 2.36637, -1.89400], [0.14707, 1.62494, -3.46742], [2.55528, 0.97904, -3.79394], [3.43831, 1.94612, 0.22414], [1.09395, 2.72025, 0.60466], [-3.01096, -1.10832, -1.36970], [-2.94670, -1.00604, -0.02996], [-2.03220, -0.30683, 0.50764], [-3.83673, -1.64376, 0.86774], [-3.47647, -1.50113, 2.21359], [-3.00010, -1.33418, 3.25274], [-4.90012, -2.44076, 0.42120], [-5.72927, -3.11799, -0.00488], [-2.16515, -0.91801, -1.89272], [-3.64992, -1.78415, -1.76233]],
  "mulliken_charge": [0.7227, -0.4223, -0.2150, 0.6594, -0.3614, -0.2897, 1.2934, -0.5903, -0.7462, 0.2654, 0.2309, 0.3049, 0.2134, 0.2211, -0.3589, 0.7089, -0.9414, -0.5937, -0.1937, -0.5284, 0.1270, 1.2636, -0.6723, -0.6839, -0.6465, 0.2644, 0.2378, 0.3762, 0.5206, 0.4760, 0.2440, -0.4215, 0.7825, -0.5119, 0.0058, 0.2497, -0.6717, -0.2401, -0.4891, 0.1794, 0.2313],
  "homo_lumo_gap_ev": [6.00, 6.00],
  "charge": 0,
  "homo_energy_ev": [-8.5, -8.5]
}

=====

# 8
{
  "formula": "C11H13NO",
  "method": "the ωB97M-V functional and the def2-TZVPD basis",
  "symbols": ["C", "C", "C", "C", "C", "C", "C", "C", "C", "C", "C", "H", "H", "H", "H", "H", "H", "H", "H", "H", "H", "H", "H", "H", "N", "O"],
  "coordinates": [[3.99983, 0.98502, -0.26432], [1.38931, 0.16454, -0.65865], [0.80277, -1.32065, -0.71120], [0.08021, -1.41537, 0.59708], [0.66198, 0.60551, 0.57254], [-0.83890, 0.73366, 0.49226], [-1.83784, 1.67548, 0.19225], [-3.12200, 1.18353, -0.36817], [-3.45690, -0.17205, -0.43085], [-2.28064, -0.97260, -0.28136], [-1.13152, -0.73353, 0.29716], [4.75397, 1.51137, 1.29758], [3.13755, 2.24578, -0.69348], [5.24566, 0.40560, -1.23086], [2.98335, -1.06090, -0.00033], [1.08747, 0.80273, -1.60197], [1.55553, -2.06356, -0.51546], [0.26660, -1.65006, -1.46144], [-0.38268, -2.40970, 0.96801], [1.28727, 1.39421, 1.22400], [-1.66744, 2.93372, 0.50673], [-3.81806, 1.92502, -0.82501], [-4.44682, -0.72136, -0.55330], [-2.46961, -2.05962, -0.36838], [2.87438, -0.16245, -0.52393], [0.84359, -0.56466, 1.28762]],
  "mulliken_charge": [-0.6583, 0.0626, -1.7284, 0.3102, 0.5400, -0.0556, -0.6731, -0.2600, -0.6223, -0.5658, 0.4601, 0.1694, 0.2077, 0.2473, 0.2734, 0.2540, 0.3155, 0.6501, 0.4196, 0.3481, 0.1794, 0.3315, 0.3204, 0.2831, -0.2935, -0.5151],
  "homo_lumo_gap_ev": 8.19,
  "charge": 0,
  "homo_energy_ev": -8.5
}